The following is a DFT calculation (ωB97M-V with the def2-TZVPD basis set) of a cluster of 2 separate species, C4H12 in total in a non-equilibrium geometry.

Each atom is followed by the atoms it is bonded to, with distances in Å.
CARTESIAN COORDINATES (ANGSTROEM)
1 C 1.2465 1.9742 1.1100  H4 1.089, C6 1.543, H7 1.099, H12 1.084
2 H 0.6308 3.7103 0.0194  C6 1.096
3 H -1.0231 -2.6242 0.8854  C9 1.087
4 H 2.2398 2.4178 1.0546  C1 1.089
5 H -0.6681 -1.1675 -1.5571  C10 1.086
6 C 0.3274 2.6590 0.0775  C1 1.543, H2 1.096, H8 1.088, H15 1.091
7 H 0.8539 2.2882 2.0878  C1 1.099
8 H 0.4042 2.2347 -0.9211  C6 1.088
9 C -0.3873 -2.6126 0.0037  H3 1.087, C10 1.541, H14 1.095, H16 1.091
10 C -1.1585 -2.0756 -1.2172  H5 1.086, C9 1.541, H11 1.097, H13 1.096
11 H -1.2020 -2.8543 -1.9881  C10 1.097
12 H 1.1799 0.8951 1.0291  C1 1.084
13 H -2.2068 -1.8444 -0.9986  C10 1.096
14 H 0.4744 -1.9561 0.1652  C9 1.095
15 H -0.7196 2.5773 0.3721  C6 1.091
16 H 0.0084 -3.6219 -0.1228  C9 1.091

The calculated total energy is -4340.7573 eV. The molecular weight comes out at 60.14 g mol⁻¹. The HOMO energy (spin up / spin down) is 1.5422 / -7.9398 eV. The calculation puts the frontier orbital gap (spin up / spin down) at 2.9 / 12.4 eV. The net charge is -1. Its multiplicity is 2. As for the expectation value of S²: 0.75. The calculation puts the lowest unoccupied orbital energy (spin up / spin down) at 4.455 / 4.505 eV.

=====

The following is a DFT calculation (ωB97M-V with the def2-TZVPD basis set) of an isolated molecule of C4H8O2.

Each atom is followed by the atoms it is bonded to, with distances in Å.
CARTESIAN COORDINATES (ANGSTROEM)
1 C 1.1624 -0.5031 1.0465  H4 1.089, C5 1.523, O9 1.406, H13 1.099
2 H 0.5014 1.5557 0.6137  C5 1.096
3 C -1.4322 0.7842 -1.2731  O6 1.600, H8 1.105, H10 1.090
4 H 2.1323 -0.1828 1.4244  C1 1.089
5 C 0.1131 0.5980 0.9787  C1 1.523, H2 1.096, O6 1.464, H12 1.102
6 O -0.7497 0.0117 -0.0489  C3 1.600, C5 1.464, C7 1.503
7 C 0.0836 -0.9147 -0.8892  O6 1.503, O9 1.380, H11 1.095, H14 1.095
8 H -0.7129 1.6213 -1.3183  C3 1.105
9 O 1.3311 -0.8705 -0.3006  C1 1.406, C7 1.380
10 H -2.3794 1.1322 -0.8598  C3 1.090
11 H 0.2096 -0.6422 -1.9426  C7 1.095
12 H -0.4114 0.7579 1.9341  C5 1.102
13 H 0.7803 -1.3541 1.6269  C1 1.099
14 H -0.4993 -1.8382 -0.8091  C7 1.095

The calculated total energy is -8367.3943 eV. The molecular weight comes out at 88.11 g mol⁻¹. The HOMO energy is -7.0455 eV. The calculation puts the frontier orbital gap at 7.8 eV. The net charge is 0. The calculation puts the lowest unoccupied orbital energy at 0.738 eV.